12
Properties=species:S:1:pos:R:3:forces:R:3 method="wB97M-V/def2-TZVPD" homo_ev=-10.140 e_lumo_ev=0.892
C 0.4728 -1.2061 0.6377 2.0 -0.1 0.3
C 0.5688 -0.6172 -0.7999 -2.1 2.0 1.0
C -0.8125 -0.3744 0.6598 -0.6 -2.1 1.6
C -0.4707 1.0326 0.4294 1.5 -0.7 0.4
C 0.4314 1.0010 -0.6594 2.2 -3.0 -2.2
H 1.0038 -1.0873 -1.6194 0.8 -0.7 -1.4
H -1.5747 -0.7149 1.3954 0.1 0.5 -1.0
H -1.1252 1.7740 0.3756 -3.0 3.0 0.7
H 0.5248 1.6916 -1.4778 -0.3 -0.1 -0.5
O 1.0008 -2.1150 1.2436 -1.3 1.8 -1.1
O -0.9094 -0.8169 -0.7152 -0.5 -1.7 -0.5
O 0.8902 1.4328 0.5303 1.2 1.0 2.7



12
Properties=species:S:1:pos:R:3:forces:R:3 method="wB97M-V/def2-TZVPD" smiles="Nc1n[nH]nc1C=O" homo_ev=-9.447 e_lumo_ev=0.256
N 2.2449 -0.1073 0.1619 -0.9 0.2 -0.6
C 0.9543 0.0582 -0.3834 1.2 -0.3 0.9
N 0.7552 0.2468 -1.6730 -0.7 0.1 -0.2
N -0.5900 0.2666 -1.7513 0.4 -0.1 0.2
N -1.2508 0.1047 -0.6494 0.8 0.0 0.7
C -0.2706 -0.0356 0.2884 -1.3 0.1 -0.7
C -0.5656 -0.2754 1.7051 0.1 -0.2 0.0
O -1.6703 -0.3103 2.1820 0.0 0.1 0.0
H 2.3655 0.3136 1.0753 0.0 0.0 -0.3
H 2.9163 0.2180 -0.5173 0.3 0.0 0.2
H -1.0720 0.3652 -2.6280 0.1 0.0 -0.1
H 0.3282 -0.4734 2.3359 -0.1 0.1 -0.1



9
Properties=species:S:1:pos:R:3:forces:R:3 method="wB97M-V/def2-TZVPD" homo_ev=-7.359 e_lumo_ev=-1.413
Si -2.2998 -1.0909 1.4590 -0.1 1.4 -1.1
Si -1.6353 0.8805 0.4326 -0.4 -1.4 0.8
Si 2.2345 0.4080 -1.0203 -1.7 3.2 -0.5
Cl -4.1706 -0.8754 0.4741 -0.1 0.5 -0.3
Cl 1.5169 2.5333 -1.1154 0.3 -1.4 0.4
Cl 2.8334 -0.1530 0.7958 0.7 -0.2 0.8
H -2.6556 -2.4601 1.8223 0.7 -0.5 0.6
H 0.7776 -0.1646 -0.9514 1.5 -0.1 -1.1
H 3.3989 0.9222 -1.8967 -0.8 -1.6 0.3



25
Properties=species:S:1:pos:R:3:forces:R:3 method="wB97M-V/def2-TZVPD" smiles=CC(C)(C)[C@](C)(O)NN homo_ev=-9.385 e_lumo_ev=0.869
C 2.1275 -0.1107 0.1018 -0.2 0.0 0.1
C 0.6501 -0.4335 -0.1581 0.1 0.0 0.0
C 0.3689 -1.8598 0.3330 -0.1 0.3 -0.1
C 0.3896 -0.3727 -1.6658 0.0 -0.1 0.1
C -0.2375 0.5769 0.6367 -0.6 -0.1 -0.5
C -0.1805 2.0099 0.0997 0.0 -0.5 0.2
O 0.1461 0.6297 1.9881 -0.2 -1.2 0.8
N -1.6281 0.0768 0.7667 -0.3 0.3 0.1
N -2.3484 -0.1360 -0.4399 -0.3 0.3 0.0
H 2.3210 -0.0175 1.1678 0.1 0.0 0.0
H 2.7511 -0.9088 -0.2960 0.1 -0.1 -0.1
H 2.4190 0.8175 -0.3840 0.1 0.1 -0.1
H -0.6838 -2.1012 0.2227 -0.1 -0.1 0.0
H 0.9483 -2.5701 -0.2522 0.1 -0.1 0.0
H 0.6436 -1.9786 1.3802 0.0 -0.1 0.1
H 1.0050 -1.1199 -2.1646 0.1 -0.1 -0.1
H -0.6560 -0.5739 -1.8786 0.1 0.0 -0.1
H 0.6556 0.5988 -2.0732 0.0 0.1 -0.1
H -0.7181 2.6597 0.7890 0.0 0.0 0.0
H 0.8474 2.3498 0.0476 0.1 0.1 -0.1
H -0.6378 2.0673 -0.8845 0.0 0.0 -0.1
H -0.1972 -0.2447 2.3265 0.6 1.3 -0.1
H -2.1159 0.7500 1.3660 0.2 -0.2 -0.2
H -2.8026 0.7226 -0.7654 0.1 -0.3 0.1
H -3.0673 -0.8314 -0.2634 0.1 0.1 0.0



103
Properties=species:S:1:pos:R:3:forces:R:3 method="wB97M-V/def2-TZVPD" s_squared=2.032 homo_ev="-15.664 / -15.707" e_lumo_ev="-10.210 / -10.098" spin_multiplicity=3 charge=+3
W 11.5245 10.1173 7.4195 -0.6 0.7 -0.2
C 12.8792 6.8559 7.7523 0.5 0.1 0.5
C 13.8867 7.7834 7.0594 0.7 -0.2 0.2
C 13.3418 8.1203 5.6707 0.0 0.1 0.1
C 15.2840 7.1160 6.9035 -0.6 0.3 0.2
P 13.8315 9.3398 8.1034 0.6 0.0 -0.5
C 13.8297 8.9995 9.8849 -0.5 0.4 0.9
N 12.7095 9.7821 10.3975 0.0 -0.4 0.2
B 11.6507 10.2399 9.5690 0.1 0.0 -0.1
N 10.6886 10.8638 10.4156 0.3 -0.1 1.0
C 9.3103 11.0759 10.0403 0.1 0.5 0.7
P 9.1102 10.2228 8.4623 0.0 -0.4 -0.1
C 8.5554 8.5047 8.9719 0.1 -0.3 -0.7
C 7.0901 8.4390 9.3680 -0.5 -0.4 0.0
C 8.7861 7.5702 7.7637 0.0 0.7 -0.9
C 9.3898 7.9784 10.1281 1.2 0.1 -0.1
C 7.8203 11.2566 7.5816 -0.2 0.6 1.2
C 6.5794 11.4866 8.5246 0.3 0.2 -1.3
C 7.3707 10.6049 6.3137 -0.1 -0.7 -0.3
C 8.4867 12.5999 7.2553 -0.2 0.3 -0.8
C 11.2058 10.8094 11.7300 -0.5 0.0 0.1
C 10.7196 11.3472 12.9141 -0.1 0.1 0.0
C 11.4362 11.1294 14.0856 -0.2 0.3 0.1
C 12.6188 10.3687 14.0808 -0.4 0.2 -0.6
C 13.1202 9.8551 12.9090 -0.2 -0.1 -0.7
C 12.4024 10.0931 11.7452 0.5 -0.1 -1.3
C 15.2541 10.5781 7.9278 -0.6 -0.4 -0.2
C 14.7928 11.8018 8.7295 0.1 0.1 -1.0
C 16.5777 10.0611 8.5182 -0.3 0.1 -0.8
C 15.4317 10.8950 6.4500 0.4 0.8 -0.4
H 12.6862 6.0014 7.1080 -0.2 -0.1 0.1
H 11.9476 7.3944 7.9727 -0.3 -0.1 -0.2
H 13.2210 6.5141 8.7404 0.0 -0.1 -0.5
H 13.2867 7.1878 5.0997 -0.4 0.1 0.0
H 14.0050 8.7612 5.1046 0.0 0.4 -0.1
H 12.3105 8.5716 5.7086 0.3 -0.2 -0.2
H 15.2592 6.3096 6.1602 -0.2 0.1 0.2
H 15.5956 6.7207 7.8568 0.2 -0.4 0.3
H 16.0572 7.8108 6.5988 0.0 0.2 -0.2
H 14.7504 9.3468 10.3489 0.2 -0.2 -0.1
H 13.7023 7.9444 10.0922 0.1 -0.2 0.1
H 9.0560 12.1303 9.9867 0.0 0.3 -0.2
H 8.5864 10.6615 10.7520 0.3 -0.2 0.1
H 6.4454 8.6849 8.5301 -0.1 -0.2 -0.1
H 6.7904 9.0705 10.2077 0.3 0.0 0.0
H 6.8918 7.3889 9.6523 -0.1 0.5 -0.1
H 8.1602 7.8236 6.8876 0.2 0.0 0.4
H 8.5531 6.5401 8.0021 0.1 -0.2 0.2
H 9.8305 7.6207 7.3919 -0.2 -0.1 0.3
H 9.3199 8.5801 11.0293 0.0 0.0 0.1
H 10.4708 7.8795 9.8642 -0.7 0.1 0.2
H 9.0392 6.9792 10.3633 -0.1 -0.2 0.1
H 5.9569 10.6075 8.5342 -0.2 -0.1 0.2
H 5.9646 12.2949 8.0885 0.4 -0.3 0.1
H 6.8453 11.7723 9.5213 0.1 0.2 0.6
H 6.7941 9.6953 6.5427 0.1 0.3 -0.4
H 8.2234 10.3362 5.6823 -0.1 0.0 -0.1
H 6.7583 11.3193 5.7673 -0.2 -0.2 -0.1
H 9.0481 13.0908 8.0464 -0.3 -0.1 0.3
H 7.7315 13.3126 6.8761 0.1 -0.3 0.4
H 9.1784 12.4667 6.4238 0.0 0.0 0.0
H 9.8198 11.9485 12.8749 0.0 0.0 0.3
H 11.0898 11.6076 15.0081 0.1 -0.4 -0.3
H 13.1838 10.1739 14.9534 0.2 0.1 1.0
H 14.0274 9.2774 12.8500 0.2 -0.1 0.3
H 14.6911 11.6015 9.7696 -0.1 -0.2 0.9
H 13.8570 12.2128 8.3553 0.0 -0.1 0.0
H 15.5461 12.5682 8.6162 0.3 0.3 0.0
H 16.5270 9.8826 9.5691 0.0 -0.2 0.7
H 17.2863 10.8667 8.3681 0.3 0.2 0.0
H 16.9813 9.1871 8.0115 -0.1 0.0 0.0
H 14.5355 11.2781 5.9603 -0.2 0.0 0.1
H 15.7838 10.0592 5.8553 0.1 -0.3 0.1
H 16.1882 11.6898 6.3273 -0.2 -0.3 0.2
C 13.8042 18.2225 7.3937 0.3 -0.2 0.4
C 13.1508 16.9969 6.7939 -1.2 -0.2 0.1
C 13.3586 15.7213 7.6072 0.6 0.0 0.0
N 12.7533 14.5638 6.9015 -0.1 0.1 0.3
C 12.0543 13.5779 7.4073 0.1 0.2 -0.4
S 11.8167 12.1521 6.3589 0.2 -0.5 -0.4
N 11.5071 13.5170 8.6028 0.1 0.5 0.3
C 11.3971 14.4829 9.7120 0.4 -0.4 1.0
O 11.7752 14.0678 10.7765 -0.2 0.2 -0.5
C 10.7601 15.7529 9.4345 -0.6 0.7 -0.7
C 9.9534 15.9232 8.3000 -0.2 -0.8 -0.8
C 9.3234 17.1160 8.0065 -0.2 0.3 0.0
C 9.5097 18.1964 8.8797 -0.8 0.3 -0.8
C 10.3001 18.0505 9.9953 0.2 -0.4 0.0
C 10.9234 16.8399 10.2812 0.3 0.4 0.6
H 13.6729 19.1067 6.7956 -0.1 0.2 -0.6
H 14.8761 18.0664 7.5116 0.1 0.1 0.1
H 13.3828 18.4901 8.3567 -0.1 -0.2 0.3
H 13.5294 16.8080 5.7927 0.1 0.1 -0.3
H 12.0497 17.1387 6.7069 0.6 0.0 0.0
H 12.9781 15.7707 8.6137 -0.2 0.2 0.1
H 14.4239 15.4813 7.7095 0.0 0.1 -0.2
H 13.0083 14.5531 5.9204 -0.2 -0.4 0.0
H 11.2893 12.5915 8.9391 0.0 -0.4 0.1
H 9.7732 15.0683 7.6316 0.1 0.5 0.3
H 8.6868 17.2074 7.1143 0.4 0.0 0.5
H 9.0168 19.1706 8.6959 0.4 -0.8 0.0
H 10.4208 18.9138 10.6099 0.2 0.2 0.6
H 11.5608 16.7644 11.1576 -0.1 -0.1 -0.1



12
Properties=species:S:1:pos:R:3:forces:R:3 method="wB97M-V/def2-TZVPD" homo_ev=-9.902 e_lumo_ev=0.849
O 2.4430 -1.0204 0.2759 -0.5 -0.1 -1.4
C 1.2795 -0.7534 0.4946 2.1 0.4 1.4
C 0.2722 -0.1900 -0.4578 0.1 -0.4 -0.1
C -1.1780 -0.5227 -0.0997 -0.3 -0.5 -0.1
O -1.4744 0.8272 0.2657 -0.1 0.1 0.1
C -0.1640 1.2500 -0.1174 0.3 0.4 0.1
H 1.1446 -0.8011 1.5986 -1.6 0.1 -0.3
H 0.5708 -0.3655 -1.4935 0.0 0.0 0.2
H -1.7794 -0.8600 -0.9482 0.0 0.0 0.1
H -1.2979 -1.2189 0.7393 -0.1 0.1 -0.1
H 0.3741 1.7185 0.7142 0.0 0.0 -0.1
H -0.1905 1.9363 -0.9716 0.1 -0.1 0.1